The following is a quantum chemistry calculation of a 2-piece molecular cluster, C27H33BO2 overall in a non-equilibrium geometry, from OMol25.

**Total charge**: 0
**LUMO**: -3.4 eV
**Energy above the lowest of the compared OMol25 structures with the same formula, charge and spin**: 0.0 kcal per mole
**Highest occupied orbital energy**: -6.459 eV

Atoms and positions in Å:
C1 2.60384 2.57624 -2.68259
C2 1.16887 2.45359 -2.16602
C3 0.49966 3.83055 -2.17868
C4 0.30338 1.37812 -2.96209
C5 -0.33607 1.94473 -4.23365
C6 1.13624 0.14546 -3.32048
O1 -0.70378 0.97352 -2.02627
B1 -0.11648 1.23396 -0.66585
C7 -1.14338 2.12695 0.18651
C8 -0.66195 2.93151 1.19168
C9 -1.52890 3.70517 1.93676
C10 -2.88281 3.67045 1.66720
C11 -3.36601 2.86587 0.65360
C12 -2.49147 2.09444 -0.08591
C13 0.16003 -0.23547 0.07716
C14 -0.72178 -0.49705 1.27974
C15 1.60594 -0.49815 0.37222
C16 2.27746 -1.56487 -0.21051
C17 3.60422 -1.80453 0.08269
C18 4.27099 -0.98719 0.97231
C19 3.61344 0.06880 1.56730
C20 2.28845 0.30717 1.26685
O2 1.17409 1.97856 -0.81624
H1 2.61659 2.89770 -3.72414
H2 3.15103 3.30787 -2.08918
H3 3.13149 1.62911 -2.59594
H4 0.50444 4.26787 -3.17635
H5 -0.52960 3.75699 -1.83158
H6 1.03041 4.50752 -1.51017
H7 0.42931 2.29182 -4.92781
H8 -0.92626 1.17788 -4.73426
H9 -1.00385 2.77208 -4.00521
H10 1.90156 0.38147 -4.05871
H11 1.62033 -0.25330 -2.43182
H12 0.49443 -0.63246 -3.73344
H13 0.39745 2.96633 1.37002
H14 -1.14948 4.33952 2.72306
H15 -3.56095 4.27206 2.24627
H16 -4.42346 2.84598 0.43812
H17 -2.84653 1.47519 -0.89061
H18 -0.15467 -0.85162 -0.77500
H19 -1.77814 -0.40207 1.03391
H20 -0.56155 -1.49379 1.68814
H21 -0.50564 0.21102 2.07826
H22 1.75250 -2.20664 -0.89511
H23 4.11792 -2.63169 -0.38116
H24 5.30504 -1.17575 1.20404
H25 4.13035 0.70615 2.26722
H26 1.77137 1.13276 1.72127
C21 -0.80741 -4.28192 1.32036
C22 -2.14434 -4.30199 0.96617
C23 -3.24668 -4.52448 1.77146
C24 -3.28500 -4.78171 3.12977
C25 -2.23025 -4.87951 4.01862
C26 -0.87653 -4.74403 3.76829
C27 -0.24365 -4.47788 2.56776
H27 -0.11201 -4.08626 0.51666
H28 -2.35539 -4.12118 -0.07807
H29 -4.20519 -4.49493 1.27302
H30 -4.26936 -4.92631 3.55239
H31 -2.49901 -5.09028 5.04403
H32 -0.22784 -4.86344 4.62439
H33 0.83460 -4.41588 2.60958

Cartesian forces (eV/Å) of the 3 atoms listed first:
-0.20 -0.13 0.24
-0.13 -0.16 0.14
-0.04 -0.07 -0.17

The computed Löwdin charges, all in e, follow: -0.02, -0.48, -0.01, -0.48, -0.02, -0.02, 0.01, -0.77, -0.13, -0.05, -0.10, -0.12, -0.10, -0.06, -0.20, -0.07, -0.21, -0.07, -0.11, -0.12, -0.08, -0.02, 0.01, 0.08, 0.08, 0.08, 0.08, 0.09, 0.09, 0.08, 0.08, 0.08, 0.08, 0.07, 0.09, 0.10, 0.09, 0.08, 0.09, 0.11, 0.12, 0.08, 0.04, 0.08, 0.10, 0.09, 0.09, 0.10, 0.11, 0.01, 0.02, 0.01, 0.00, 0.00, 0.01, 0.01, 0.13, 0.13, 0.13, 0.13, 0.13, 0.13, 0.13


The following is a quantum chemistry calculation of C27H33F6O6Re as an isolated structure in a non-equilibrium geometry, from OMol25.

**Total charge**: -1
**Spin multiplicity**: 4
**Expectation value of S²**: 3.774
**LUMO (alpha / beta)**: 2.3 / 2.3 eV
**Energy above the lowest of the compared OMol25 structures with the same formula, charge and spin**: 8.8 kcal per mole
**Highest occupied orbital energy (alpha / beta)**: -1.085 / -1.949 eV

Atoms and positions in Å:
C1 0.88159 -0.28057 -3.82363
C2 1.50263 0.24970 -2.50322
C3 -0.28635 -1.21059 -3.43764
C4 -0.08335 -1.62399 -1.94741
H1 -0.30901 -2.09619 -4.09182
H2 -1.22046 -0.64230 -3.55991
C5 1.28054 -0.86377 -1.49273
H3 0.98400 1.17984 -2.22280
H4 2.56498 0.47572 -2.68471
C6 1.76402 -0.59318 -0.02881
H5 2.02369 -1.62894 -1.78262
H6 0.18771 -2.69667 -1.90449
C7 -1.29627 -1.42453 -1.17995
C8 0.44153 0.85990 -4.73844
C9 1.85981 -1.00390 -4.75619
O1 1.59400 -1.99174 -5.42540
O2 -0.01148 1.91540 -4.31213
O3 0.61147 0.59243 -6.04343
O4 3.05756 -0.40303 -4.81443
C10 3.89866 -0.96715 -5.82179
H7 4.79204 -0.35442 -5.81228
H8 3.39414 -0.92173 -6.79065
H9 4.12547 -2.00931 -5.57934
C11 0.26517 1.66244 -6.91947
H10 -0.76677 1.98723 -6.76049
H11 0.39139 1.25623 -7.91870
H12 0.93722 2.51129 -6.76359
O5 0.93947 0.07439 0.92016
H13 2.71295 -0.01584 -0.07534
H14 2.05082 -1.57862 0.38771
C12 -1.55990 -2.35066 -0.05225
C13 -2.03822 -0.14381 -1.27499
H15 -2.94896 -0.22618 -1.90721
H16 -1.40508 0.66622 -1.67892
H17 -2.34638 0.16455 -0.25907
H18 -1.92061 -1.78851 0.82039
H19 -0.62572 -2.85444 0.26324
H20 -2.32147 -3.11795 -0.31554
Re1 0.43834 0.82838 2.54518
C14 0.86318 -0.23556 4.53633
C15 1.25426 -1.13384 3.49078
C16 2.32467 -0.51638 2.78185
H21 0.80884 -2.10273 3.28184
C17 2.46816 0.83652 3.22801
C18 1.55692 1.00668 4.35682
H22 1.50452 1.85982 5.01934
H23 0.28509 -0.49539 5.40746
H24 2.94883 -0.98193 2.03999
H25 3.17228 1.56628 2.83998
C19 -1.37398 2.32991 2.03630
C20 -0.54312 2.77186 3.11291
C21 0.77966 3.00026 2.57933
H26 -0.87836 3.07772 4.09291
C22 0.76774 2.58830 1.19941
C23 -0.58165 2.21505 0.87175
H27 -0.95049 1.95012 -0.10825
H28 -2.43693 2.18124 2.08312
H29 1.60158 3.48382 3.09125
H30 1.61846 2.61844 0.52415
C24 -2.06006 -1.78979 4.45057
C25 -2.37201 -0.45153 3.83016
O6 -1.42430 -0.02008 2.91425
C26 -3.73197 -0.59210 3.03573
F1 -4.79627 -0.81628 3.85741
F2 -4.01492 0.48976 2.26912
F3 -3.65966 -1.66015 2.18540
C27 -2.64067 0.62514 4.96414
F4 -3.40886 0.12723 5.96684
F5 -1.45042 1.01781 5.52313
F6 -3.23426 1.75100 4.49205
H31 -1.80014 -2.49712 3.65507
H32 -2.93934 -2.14293 4.99666
H33 -1.21593 -1.69685 5.13690

Cartesian forces (eV/Å) of the 3 atoms listed first:
0.58 -0.01 -0.89
-0.40 0.44 -0.45
0.07 0.09 0.05

The computed Löwdin charges, all in e, follow: -0.24, -0.07, -0.04, -0.22, 0.12, 0.12, -0.18, 0.13, 0.13, -0.23, 0.13, 0.14, -0.29, -0.41, -0.44, 0.10, 0.11, -0.03, -0.03, -0.04, 0.09, 0.10, 0.10, -0.03, 0.10, 0.09, 0.10, -0.48, 0.11, 0.10, -0.06, -0.06, 0.09, 0.07, 0.08, 0.05, 0.09, 0.09, 1.52, -0.21, -0.18, -0.23, 0.10, -0.23, -0.24, 0.11, 0.08, 0.08, 0.11, -0.18, -0.22, -0.22, 0.10, -0.20, -0.17, 0.08, 0.09, 0.11, 0.11, 0.00, -0.43, -0.31, -0.50, 0.12, 0.12, 0.11, -0.48, 0.12, 0.10, 0.13, 0.10, 0.09, 0.07


The following is a quantum chemistry calculation of a 2-piece molecular cluster, C27H33FN2P overall in a non-equilibrium geometry, from OMol25.

**Total charge**: +1
**LUMO**: -5.6 eV
**Energy above the lowest of the compared OMol25 structures with the same formula, charge and spin**: 0.9 kcal per mole
**Highest occupied orbital energy**: -10.108 eV

Atoms and positions in Å:
F1 3.42193 5.37286 1.53887
C1 3.07738 4.06000 1.32391
C2 4.02309 3.07307 1.60894
C3 3.62871 1.73719 1.45393
C4 2.32279 1.41043 1.10275
C5 1.33885 2.42530 0.88468
C6 -0.04888 2.08108 0.78518
C7 -1.13927 2.98993 1.04287
C8 -2.45989 2.67263 0.57414
C9 -3.57337 3.31809 1.10074
C10 -3.40868 4.40852 1.97584
C11 -2.11924 4.86275 2.28674
C12 -1.00306 4.14508 1.86907
C13 1.80748 3.77375 0.84223
H1 5.03675 3.35072 1.90474
H2 4.37362 0.95007 1.62960
H3 2.04360 0.35335 1.05184
H4 -0.27931 1.02502 0.96442
H5 -2.57408 1.92806 -0.22550
H6 -4.57287 3.00479 0.80216
H7 -4.27970 4.92643 2.37603
H8 -1.98015 5.79104 2.84429
H9 -0.00409 4.45771 2.17990
H10 1.15579 4.58213 0.51742
C14 3.22772 -0.88809 -2.10747
C15 1.93639 -1.60987 -2.48407
C16 1.42217 -1.08932 -3.82314
C17 2.15873 -3.11604 -2.62652
N1 0.91405 -1.38119 -1.43419
P1 -0.54351 -0.54462 -1.67022
H11 -0.21097 0.74311 -0.92510
N2 -1.29746 -1.37301 -0.40769
C18 -2.74149 -1.72788 -0.35672
C19 -2.87095 -3.24897 -0.28565
C20 -3.42395 -1.26414 -1.64500
C21 -3.37472 -1.05322 0.85573
C22 -0.34576 -2.01200 0.41620
C23 0.92863 -2.03768 -0.18458
C24 2.01460 -2.61732 0.47298
C25 1.82629 -3.10568 1.77645
C26 0.56114 -3.06088 2.38096
C27 -0.54555 -2.54956 1.68735
H12 3.66329 -1.27587 -1.17946
H13 3.96095 -1.02465 -2.91366
H14 3.05169 0.18867 -1.97873
H15 0.50452 -1.61506 -4.12774
H16 1.23074 -0.00944 -3.81734
H17 2.18592 -1.28296 -4.59019
H18 1.20027 -3.61398 -2.83131
H19 2.83914 -3.30305 -3.46792
H20 2.59963 -3.56971 -1.73470
H21 -2.50121 -3.66920 0.65360
H22 -3.92835 -3.52265 -0.37360
H23 -2.32683 -3.71785 -1.11780
H24 -3.38156 -0.17470 -1.78566
H25 -2.98323 -1.75544 -2.52858
H26 -4.48594 -1.54852 -1.59777
H27 -3.39321 0.03658 0.72330
H28 -4.40716 -1.40899 0.97450
H29 -2.82103 -1.27510 1.77195
H30 2.99439 -2.69285 0.00011
H31 2.68413 -3.51604 2.31882
H32 0.43057 -3.42659 3.40103
H33 -1.53954 -2.58618 2.12705

Cartesian forces (eV/Å) of the 3 atoms listed first:
-0.32 -1.32 -0.51
0.05 0.81 -0.01
-0.50 -0.12 -0.22

The computed Löwdin charges, all in e, follow: 0.06, -0.22, 0.05, -0.04, 0.01, -0.19, 0.07, -0.18, -0.02, -0.05, -0.03, -0.05, -0.01, 0.06, 0.14, 0.13, 0.11, 0.11, 0.11, 0.12, 0.12, 0.12, 0.11, 0.14, -0.03, -0.62, -0.09, -0.03, -0.19, 1.05, -0.03, -0.20, -0.61, -0.03, -0.09, -0.02, -0.23, -0.23, -0.04, -0.07, -0.07, -0.03, 0.07, 0.10, 0.09, 0.08, 0.08, 0.10, 0.10, 0.10, 0.07, 0.07, 0.10, 0.10, 0.07, 0.08, 0.10, 0.06, 0.10, 0.07, 0.09, 0.11, 0.11, 0.09